Entry 1:
90
Properties=species:S:1:pos:R:3:mulliken_charge:R:1 method="wB97M-V/def2-TZVPD" largest_force_ev_per_a=1.2 charge=0 energy_ev=-259590.7025 relative_energy_kj_mol=73.75
Ta 0.78199 -0.02701 -0.60187 2.9646
O 1.57267 -3.63022 -1.16070 -0.6709
C 1.60001 -2.91471 -0.19215 -0.8602
O 0.69483 -1.97344 0.08105 -0.9529
C 2.73639 -2.99530 0.80680 0.2086
C 2.38258 -2.44993 2.19620 -0.2037
C 3.47586 -2.84833 3.19594 -1.0364
C 4.60915 -1.86387 2.80929 -1.1072
C 3.97185 -1.12212 1.63352 -0.3983
O 2.59048 -1.03361 2.04051 -0.2873
C 3.90726 -2.04562 0.39832 0.2329
C 3.76885 -1.21087 -0.87399 -0.2545
O 4.74990 -0.96709 -1.53315 -0.7086
O 2.57963 -0.71356 -1.14486 -0.7580
H 3.07953 -4.02710 0.83712 0.7482
H 1.36168 -2.64191 2.51823 0.7423
H 3.76125 -3.89379 3.08327 0.3694
H 3.14451 -2.69663 4.22213 0.3737
H 5.54108 -2.35535 2.53423 0.4437
H 4.81759 -1.16572 3.61973 0.3083
H 4.36644 -0.13122 1.42955 0.8679
H 4.83998 -2.59139 0.27877 0.4650
O -0.51217 -0.29263 1.20601 0.2731
C -0.66385 0.64009 2.26725 -1.3062
C -0.74686 1.96840 1.58396 0.8014
C -1.25529 3.09269 2.21069 -1.2307
C -1.30669 4.27637 1.49804 -0.6168
C -0.87731 4.28074 0.18043 -1.5593
C -0.39078 3.10982 -0.36735 -0.6542
N -0.29860 1.97437 0.33117 0.9147
H -0.42284 -1.22677 1.46770 -0.1123
H 0.19980 0.58776 2.93672 0.3027
H -1.57988 0.41831 2.81663 0.6009
H -1.61473 3.02926 3.22944 0.5661
H -1.69598 5.17644 1.95552 0.4795
H -0.92286 5.17493 -0.42494 0.5679
H -0.06426 3.05532 -1.39594 0.8181
Br 2.40567 3.18966 -3.93612 -0.1892
C 3.01885 3.34307 -2.16170 0.1041
C 3.95521 4.33955 -1.83544 -0.1920
C 4.38050 4.49467 -0.54920 0.0609
Br 5.63498 5.86161 -0.15905 -0.2395
C 3.89405 3.65578 0.48400 1.0932
C 4.25125 3.75163 1.84594 -1.0102
C 3.70536 2.88437 2.74871 -1.3579
C 2.81084 1.89673 2.29533 -0.4228
N 2.45439 1.77022 1.04119 1.0660
C 2.96982 2.64457 0.13648 -0.3189
C 2.51186 2.48920 -1.20835 -0.2415
O 1.60268 1.58806 -1.47213 -0.7648
H 4.32998 4.98439 -2.61763 0.4546
H 4.95333 4.51273 2.15816 0.3696
H 3.95832 2.93681 3.79882 0.4719
H 2.40074 1.17037 2.98939 0.3722
C -0.63769 -0.11318 -1.89468 -0.7221
Ge -2.34208 -0.93520 -1.45143 2.4740
C -2.20213 -2.56741 -0.37527 0.5103
C -2.50859 -2.63161 0.98498 -0.7826
C -2.26739 -3.78589 1.72244 -0.7856
C -1.71970 -4.90108 1.10221 -0.7200
C -1.41527 -4.85433 -0.25090 -0.6616
C -1.65351 -3.69757 -0.97930 -0.3354
C -3.24673 -1.37918 -3.12923 -0.0104
C -3.23724 -0.46214 -4.18022 -0.5368
C -3.91429 -0.72406 -5.36255 -0.7901
C -4.61281 -1.91468 -5.51211 -0.4563
C -4.63161 -2.83657 -4.47616 -0.6801
C -3.95429 -2.56837 -3.29270 -0.3469
C -3.46808 0.39751 -0.53862 0.5205
C -3.24249 1.74494 -0.82616 -0.6379
C -4.01740 2.74472 -0.25463 -0.5444
C -5.04179 2.41286 0.62221 -0.6936
C -5.29467 1.07796 0.90526 -0.7269
C -4.51741 0.08160 0.32467 -0.2778
H -0.54922 0.07090 -2.96502 0.6598
H -2.92253 -1.76669 1.49175 0.3112
H -2.51681 -3.81670 2.77678 0.4467
H -1.53127 -5.80268 1.67177 0.4107
H -0.96329 -5.70905 -0.73753 0.4076
H -1.36016 -3.66538 -2.02222 0.4289
H -2.69142 0.47083 -4.08118 0.3334
H -3.89530 -0.00092 -6.16843 0.3924
H -5.13862 -2.12347 -6.43522 0.3753
H -5.17375 -3.76741 -4.58769 0.4019
H -3.97858 -3.29860 -2.49149 0.2652
H -2.43516 2.01402 -1.50068 0.3572
H -3.82316 3.78354 -0.49516 0.5105
H -5.64895 3.18900 1.07104 0.4137
H -6.10556 0.80824 1.57106 0.4314
H -4.76010 -0.95377 0.53274 0.4710

=====

Entry 2:
83
Properties=species:S:1:pos:R:3:mulliken_charge:R:1 method="wB97M-V/def2-TZVPD" largest_force_ev_per_a=0.8 charge=+2 energy_ev=-85359.3246
Os -0.33815 -0.06671 0.76669 2.7826
C -1.15335 3.35381 1.68258 -1.4104
Si -0.32817 2.34032 0.33110 0.6352
C -1.28586 2.72190 -1.24670 0.7359
C -1.27632 3.91939 -1.96302 -0.9295
C -2.19483 4.13833 -2.97761 -0.7744
C -3.15972 3.18072 -3.28346 -0.8307
C -3.19065 1.98626 -2.58743 -0.4475
C -2.23417 1.76836 -1.59394 0.2880
P -2.13566 0.23748 -0.67960 0.3248
C -1.70032 -1.11629 -1.78582 0.6284
C -1.51508 -0.91178 -3.15492 -0.9650
C -1.19884 -1.98255 -3.97303 -0.5869
C -1.04129 -3.25287 -3.43204 -0.7104
C -1.21524 -3.46272 -2.06984 -1.1535
C -1.54798 -2.40041 -1.24603 -0.6488
C -3.69325 -0.17418 0.12399 0.9898
C -4.52928 -1.16641 -0.38660 -0.5170
C -5.76679 -1.38636 0.19981 -0.7606
C -6.16827 -0.62356 1.28688 -0.5761
C -5.33713 0.36930 1.79375 -0.8776
C -4.10332 0.59670 1.21352 -0.2052
C 1.44406 2.96148 0.27853 0.5686
C 1.81089 4.30810 0.23366 -0.4678
C 3.14553 4.67699 0.27988 -0.9074
C 4.14366 3.71077 0.38266 -0.8426
C 3.80551 2.37081 0.43609 -0.5595
C 2.45793 2.01576 0.38628 0.2465
P 1.94480 0.29539 0.31842 0.5472
C 2.46716 -0.35034 -1.28233 0.6749
C 1.66669 -0.09291 -2.39274 -0.2512
C 2.10592 -0.43263 -3.66206 -0.7192
C 3.35293 -1.01682 -3.82812 -0.7458
C 4.16746 -1.24987 -2.72700 -0.8127
C 3.73394 -0.91304 -1.45533 -0.4734
C 2.80180 -0.60129 1.62643 0.4487
C 3.06828 0.06759 2.82242 -0.8429
C 3.65880 -0.60974 3.87664 -0.8782
C 3.98021 -1.95447 3.74339 -0.6655
C 3.70710 -2.62617 2.55814 -0.9555
C 3.11388 -1.95511 1.50153 -0.4720
H -1.15730 4.40855 1.39635 0.4439
H -0.61161 3.27541 2.62781 0.4692
H -2.19409 3.07035 1.85764 0.3877
H -0.55265 4.69060 -1.72801 0.3789
H -2.17435 5.06861 -3.52995 0.4576
H -3.88462 3.37165 -4.06305 0.4481
H -3.94142 1.23803 -2.81565 0.5759
H -1.63026 0.07787 -3.57901 0.4146
H -1.07982 -1.82925 -5.03732 0.4743
H -0.79528 -4.08553 -4.07756 0.4450
H -1.11690 -4.45845 -1.65778 0.5228
H -1.73051 -2.56855 -0.19122 0.9822
H -4.23171 -1.75655 -1.24327 0.4520
H -6.41948 -2.15114 -0.19860 0.4514
H -7.13497 -0.79862 1.73965 0.4313
H -5.65532 0.96669 2.63728 0.4674
H -3.45838 1.37454 1.60777 0.0545
H 1.05285 5.08054 0.17676 0.3775
H 3.41644 5.72390 0.24398 0.4584
H 5.18280 4.00763 0.42458 0.4720
H 4.58003 1.61731 0.52057 0.4581
H 0.71810 0.41811 -2.27415 0.1946
H 1.48407 -0.22401 -4.52234 0.5176
H 3.70139 -1.27558 -4.81904 0.4322
H 5.14900 -1.68393 -2.86131 0.4701
H 4.38511 -1.08198 -0.60816 0.5015
H 2.82131 1.11723 2.92691 0.4729
H 3.87819 -0.08689 4.79769 0.4858
H 4.45179 -2.47931 4.56370 0.4658
H 3.96754 -3.67133 2.45452 0.4870
H 2.90434 -2.48287 0.57910 0.6406
S -0.78408 0.24534 2.90924 -0.5356
C -0.43020 -1.51565 3.10135 0.5383
C -0.40963 -2.27153 4.24663 -0.7631
C -0.09389 -3.62234 4.10626 -0.3425
C 0.19215 -4.14174 2.85777 -1.0637
C 0.16444 -3.29726 1.75863 -0.0908
N -0.14652 -2.00988 1.88001 0.0359
H -0.63649 -1.83547 5.20910 0.5471
H -0.07367 -4.26234 4.97857 0.4546
H 0.43891 -5.18580 2.72984 0.4767
H 0.39178 -3.64958 0.75993 0.5685